{"formula": "C10H14N2PPb", "method": "ωB97M-V with the def2-TZVPD basis set", "elements": ["C", "C", "C", "C", "C", "Pb", "P", "H", "H", "H", "H", "H", "H", "H", "H", "N", "C", "C", "C", "C", "C", "N", "H", "H", "H", "H", "H", "H"], "positions_angstrom": [[-1.0054, -2.0718, -3.2153], [0.2652, -2.6920, -3.3901], [1.1799, -1.6799, -3.8006], [0.4553, -0.4691, -4.0099], [-0.8820, -0.6870, -3.5952], [-1.4300, -0.1437, 0.1931], [-2.4494, -1.8029, 2.2841], [-1.9293, -2.5600, -2.8992], [0.4971, -3.7398, -3.2106], [2.2253, -1.8434, -4.0427], [-1.6950, 0.0396, -3.5948], [0.8544, 0.4488, -4.4312], [-1.6145, -2.1234, 3.4070], [-2.5374, -3.1421, 1.7458], [-3.7379, -1.6962, 2.9241], [1.8116, 0.0827, 0.7878], [1.2667, 1.1455, 1.4596], [1.9318, 1.8783, 2.4488], [1.2360, 2.8947, 3.1016], [-0.1040, 3.1408, 2.7716], [-0.7277, 2.3906, 1.8063], [-0.0330, 1.4160, 1.1398], [1.3724, -0.2978, -0.0503], [2.8159, -0.0599, 0.8368], [2.9724, 1.6281, 2.6757], [1.7075, 3.4870, 3.8797], [-0.6790, 3.9149, 3.2800], [-1.7668, 2.5421, 1.4980]], "gap_ev": [6.63, 5.77], "lumo_ev": [-4.19, -4.43], "energy_ha": -1032.818792, "largest_force_ha_per_bohr": 0.0593, "charge": 1, "relative_energy_kj_mol": 0.00, "homo_energy_ev": [-10.817, -10.198]}

---

{"formula": "C27H73NO9", "method": "ωB97M-V with the def2-TZVPD basis set", "elements": ["C", "O", "C", "C", "C", "N", "H", "H", "H", "H", "H", "H", "H", "H", "H", "H", "H", "C", "C", "C", "O", "H", "H", "H", "H", "H", "H", "H", "H", "C", "C", "C", "O", "H", "H", "H", "H", "H", "H", "H", "H", "C", "C", "C", "O", "H", "H", "H", "H", "H", "H", "H", "H", "C", "C", "C", "O", "H", "H", "H", "H", "H", "H", "H", "H", "C", "C", "C", "O", "H", "H", "H", "H", "H", "H", "H", "H", "C", "C", "C", "O", "H", "H", "H", "H", "H", "H", "H", "H", "C", "C", "C", "O", "H", "H", "H", "H", "H", "H", "H", "H", "C", "C", "O", "H", "H", "H", "H", "H", "H"], "positions_angstrom": [[3.8394, -7.4291, -0.7957], [2.7832, -6.4442, -0.8072], [3.2299, -5.0946, -0.8027], [2.2730, -4.2917, 0.0803], [2.7101, -2.8343, 0.0776], [1.9879, -4.7983, 1.3935], [4.3542, -7.5132, -1.7853], [3.3784, -8.4247, -0.5860], [4.5902, -7.1517, 0.0029], [4.2759, -4.9378, -0.5099], [3.2580, -4.7559, -1.8803], [1.2930, -4.2857, -0.4482], [3.8313, -2.8342, 0.0747], [2.3035, -2.2922, 0.9523], [2.4506, -2.4322, -0.9110], [2.8408, -4.8955, 1.8965], [1.7651, -5.7403, 1.2010], [-1.1211, 4.2517, -2.6877], [0.3181, 4.1107, -3.2287], [1.2460, 5.2586, -2.8284], [0.8350, 2.8535, -2.7780], [-1.2049, 4.1410, -1.6327], [-1.8011, 3.5526, -3.1186], [-1.4352, 5.2586, -2.9889], [0.1479, 4.0941, -4.2798], [2.2094, 5.1009, -3.3066], [1.3442, 5.2404, -1.7335], [0.8816, 6.2468, -3.0172], [1.5951, 2.5467, -3.2468], [-2.1309, 5.8336, 1.8532], [-0.6919, 6.1833, 1.6461], [0.2224, 5.2767, 2.3859], [-0.3044, 6.0325, 0.2042], [-2.4238, 6.0135, 2.9025], [-2.2274, 4.7760, 1.5724], [-2.7236, 6.4894, 1.2303], [-0.5040, 7.2463, 1.8942], [1.2402, 5.1877, 1.9439], [-0.0472, 4.2275, 2.3748], [0.3798, 5.5759, 3.4242], [-0.9679, 6.3302, -0.4005], [6.0566, 1.4703, 3.4629], [5.3641, 0.2835, 2.8458], [3.9158, 0.5575, 2.6950], [5.8740, 0.0336, 1.4784], [6.0458, 2.3236, 2.7812], [7.0756, 1.2658, 3.6943], [5.6165, 1.8296, 4.4654], [5.5642, -0.6515, 3.4348], [3.5025, -0.3386, 2.2303], [3.7399, 1.3683, 2.0016], [3.4647, 0.7275, 3.6689], [6.7841, -0.2557, 1.5782], [0.8747, 1.0956, 0.6084], [-0.6523, 1.1371, 0.4330], [-1.4237, 2.2675, 1.0634], [-0.9504, 1.0984, -0.9107], [1.3836, 0.2149, 0.1383], [1.0895, 0.9746, 1.6627], [1.3521, 2.0383, 0.2614], [-1.0433, 0.2381, 0.8784], [-1.3315, 2.0442, 2.0988], [-2.4677, 2.3405, 0.7585], [-0.9283, 3.2245, 0.9655], [-0.6079, 1.9018, -1.3307], [0.9172, -2.0378, 3.6865], [-0.4511, -2.2242, 3.1836], [-1.4512, -2.8059, 4.1414], [-1.0246, -0.9311, 2.7253], [1.4717, -1.4399, 2.9473], [1.3932, -3.0069, 3.7200], [1.0054, -1.5093, 4.6846], [-0.5172, -2.8841, 2.2540], [-2.4230, -2.7165, 3.6893], [-1.4784, -2.3229, 5.1319], [-1.2846, -3.8588, 4.3255], [-1.0641, -0.3898, 3.5537], [0.8448, -2.6864, -3.8984], [0.0174, -1.4724, -3.6195], [-1.4544, -1.8014, -3.3968], [0.5505, -0.8403, -2.5253], [0.7078, -3.6017, -3.2486], [1.8993, -2.4217, -3.7541], [0.6714, -3.0386, -4.9058], [0.0596, -0.9329, -4.5954], [-1.6013, -2.4762, -2.5894], [-1.7758, -2.3003, -4.2971], [-2.1043, -0.9269, -3.2230], [-0.0845, -0.2816, -2.0510], [-3.5054, -1.9171, 0.2444], [-4.5971, -1.0852, 0.8205], [-4.1091, 0.2529, 1.2741], [-5.5447, -0.9251, -0.2206], [-2.6284, -2.0077, 0.8922], [-3.1832, -1.4420, -0.6618], [-3.7818, -2.9441, 0.0409], [-5.0986, -1.6468, 1.6336], [-3.6591, 0.7977, 0.4283], [-3.3241, 0.1740, 2.0538], [-4.8483, 1.0294, 1.6388], [-6.1919, -0.2880, 0.0513], [-4.8089, -0.1704, -4.7980], [-4.9858, -0.3039, -3.2570], [-5.4011, -1.6233, -3.0770], [-5.8058, -0.2635, -5.2436], [-4.1693, -0.9243, -5.2298], [-4.4841, 0.8107, -5.0112], [-5.6830, 0.4264, -2.9149], [-3.9869, -0.1219, -2.7888], [-5.3265, -1.7823, -2.1145]], "gap_ev": 9.91, "lumo_ev": 0.58, "energy_ha": -1804.315941, "largest_force_ha_per_bohr": 0.0599, "relative_energy_kj_mol": 0.00, "smiles": "COC[C@H](C)N.CC(C)O.CC(C)O.CC(C)O.CC(C)O.CC(C)O.CC(C)O.CC(C)O.CCO", "homo_energy_ev": -9.323}